Record 1
Density functional theory data (ωB97M-V with the def2-TZVPD basis set) for a cluster of 2 separate species, C6H11N3S in total at a distorted geometry.

```
21
C6H11N3S, DFT ωB97M-V with the def2-TZVPD basis set
C -1.946 2.617 -0.290
C -3.535 -0.335 0.277
C 0.997 0.382 -0.416
C 1.777 -0.434 0.200
C 2.132 -0.312 1.689
C 2.389 -1.534 -0.427
N -2.177 1.557 0.085
N -2.578 0.580 0.693
N -4.092 -0.333 -1.006
S -4.041 -1.543 1.257
H -1.547 3.511 -0.517
H 0.548 0.424 -1.368
H 0.553 1.133 0.191
H 2.461 -1.260 2.147
H 1.162 0.034 2.158
H 2.740 0.606 1.757
H 2.617 -2.290 0.356
H 3.363 -1.515 -1.019
H 1.700 -1.966 -1.187
H -4.095 0.356 -1.709
H -4.851 -0.930 -1.173
```

E in eV: -21700.846
LUMO in eV: 0.27
HOMO energy in Ha: -0.2984
Orbital gap in eV: 8.39

Record 2
Density functional theory data (ωB97M-V with the def2-TZVPD basis set) for an isolated molecule of C19H26N2O4S at a distorted geometry.

```
52
C19H26N2O4S, DFT ωB97M-V with the def2-TZVPD basis set
C -3.656 3.323 3.412
C -3.328 2.219 2.410
N -1.903 1.991 2.280
C -1.548 0.674 1.781
C -2.346 0.137 0.586
C -1.105 3.108 1.845
C -1.330 3.683 0.430
N -0.800 2.816 -0.590
C -1.469 2.515 -1.723
O -2.501 3.057 -2.078
C -0.833 1.418 -2.481
C -1.272 0.674 -3.545
C -0.314 -0.348 -3.732
C 0.649 -0.149 -2.782
C 1.817 -0.927 -2.333
S 1.428 -1.360 -0.568
O 0.135 -1.988 -0.540
O 1.590 -0.168 0.219
C 2.725 -2.521 -0.101
C 3.699 -2.027 0.748
C 4.751 -2.835 1.139
C 4.814 -4.138 0.671
C 3.834 -4.621 -0.176
C 2.768 -3.822 -0.584
C 1.732 -4.369 -1.514
O 0.340 0.920 -2.027
H -3.093 3.170 4.330
H -4.717 3.297 3.645
H -3.422 4.307 3.014
H -3.756 1.283 2.778
H -3.813 2.451 1.447
H -0.486 0.682 1.525
H -1.675 -0.031 2.614
H -1.815 -0.712 0.162
H -2.467 0.889 -0.188
H -3.336 -0.193 0.892
H -1.268 3.924 2.555
H -0.055 2.810 1.926
H -2.392 3.829 0.218
H -0.834 4.661 0.376
H 0.013 2.265 -0.353
H -2.170 0.837 -4.102
H -0.335 -1.123 -4.471
H 2.732 -0.343 -2.288
H 1.947 -1.839 -2.903
H 3.603 -1.011 1.097
H 5.511 -2.454 1.804
H 5.628 -4.781 0.970
H 3.888 -5.640 -0.533
H 2.063 -4.268 -2.548
H 0.790 -3.844 -1.392
H 1.579 -5.429 -1.322
```

E in eV: -42129.640
LUMO in eV: 0.35
HOMO energy in Ha: -0.2843
Orbital gap in eV: 8.09

Record 3
Density functional theory data (ωB97M-V with the def2-TZVPD basis set) for a cluster of 2 separate species, C8H15F7N2O11P2S in total at a distorted geometry.

```
46
C8H15F7N2O11P2S, DFT ωB97M-V with the def2-TZVPD basis set
N -2.962 1.452 -3.170
P -1.838 0.762 -2.385
O -0.750 0.104 -3.348
O -2.324 -0.348 -1.358
O -0.920 1.825 -1.557
P 0.335 1.516 -0.614
O 1.520 2.312 -0.902
O 0.477 -0.039 -0.635
C 1.781 -0.630 -0.334
C 2.316 -0.303 1.046
C 1.664 -1.046 2.244
C 0.252 -1.560 1.982
S -0.579 -2.119 3.445
O -1.993 -1.967 3.215
O 0.013 -1.526 4.599
O -0.280 -3.682 3.469
O -0.309 1.703 0.859
C -0.466 2.947 1.443
F -0.594 3.918 0.538
F 0.599 3.200 2.210
C -1.718 2.876 2.356
F -1.551 1.802 3.155
F -1.792 3.967 3.118
C -3.066 2.663 1.619
F -3.099 1.485 1.012
F -4.033 2.695 2.512
F -3.286 3.612 0.737
H -3.882 1.120 -2.904
H -1.254 -0.089 -4.155
H -2.014 -0.256 -0.447
H 1.620 -1.704 -0.415
H 2.494 -0.370 -1.115
H 2.309 0.769 1.252
H 3.371 -0.593 1.014
H 2.316 -1.869 2.551
H 1.643 -0.364 3.096
H 0.259 -2.376 1.259
H -0.391 -0.768 1.599
H -1.063 -4.106 3.075
C 2.223 -1.766 -4.779
N 2.759 -2.635 -3.696
O 3.418 -3.602 -4.007
O 2.493 -2.303 -2.555
H 2.535 -2.178 -5.730
H 1.142 -1.760 -4.677
H 2.622 -0.769 -4.622
```

E in eV: -82480.103
LUMO in eV: -0.23
HOMO energy in Ha: -0.3680
Orbital gap in eV: 9.79

Record 4
Density functional theory data (ωB97M-V with the def2-TZVPD basis set) for an isolated molecule of C5H6N2O at a distorted geometry.

```
14
C5H6N2O, DFT ωB97M-V with the def2-TZVPD basis set
C -2.502 -0.605 1.092
C -1.616 -0.198 0.334
C -0.633 0.344 -0.452
N -1.130 1.022 -1.370
O -0.021 1.456 -2.224
N 0.804 0.183 -0.466
C 1.024 -1.047 0.245
C 1.628 0.223 0.882
H -3.292 -1.201 1.565
H -0.343 2.181 -2.918
H 0.243 -1.768 0.547
H 1.834 -1.698 -0.182
H 1.282 0.712 1.996
H 2.721 0.395 0.952
```

E in eV: -10302.521
LUMO in eV: 0.71
HOMO energy in Ha: -0.3363
Orbital gap in eV: 9.87